1.
ORCA calculation (ωB97M-V/def2-TZVPD) on a molecular structure, C5H12O2 at a distorted geometry.

Geometry as XYZ:
```
19
Properties=species:S:1:pos:R:3:mulliken_charge:R:1
C 2.32125 0.11304 1.55618 -1.1116
C 0.94558 0.49893 1.03176 -0.5975
C 0.39963 -0.52798 0.08126 0.3000
O 0.46193 -1.83532 0.46193 -0.5293
C -1.29559 0.90961 -0.87614 -0.4354
C -1.80034 0.29936 -2.15896 -1.0836
O -1.37493 -0.28011 0.21125 -0.3794
H 2.27897 -0.78984 2.15763 0.3214
H 3.01023 -0.06659 0.74205 0.3426
H 2.72896 0.91919 2.17664 0.3490
H 0.24467 0.61040 1.85693 0.2615
H 0.95428 1.44973 0.50388 0.4115
H 0.66191 -0.45466 -0.96024 0.4422
H 0.28661 -1.89058 1.41981 0.3757
H -2.05447 1.58917 -0.48658 0.1104
H -1.10726 -0.43139 -2.59968 0.2508
H -2.78838 -0.20986 -2.07801 0.3079
H -1.92525 1.09937 -2.90290 0.3299
H -1.94780 -1.00248 -0.13681 0.3338
```

Computed properties:
* energy: -348.010572 Ha
* HOMO: -6.395 eV
* LUMO energy: 0.55 eV
* HOMO-LUMO gap: 6.95 eV


2.
ORCA calculation (ωB97M-V/def2-TZVPD) on 2 unconnected molecules or ions with the total composition C5H12O2 at a distorted geometry.

Geometry as XYZ:
```
19
Properties=species:S:1:pos:R:3:mulliken_charge:R:1
C -1.95050 -1.30883 1.91425 -1.0941
C -1.37237 -0.16490 1.05612 -0.0281
C 0.16303 -0.22624 1.21705 -0.4076
C 1.09373 0.65255 0.74887 -0.4338
C 2.27252 0.06931 -0.05628 -0.2767
O 2.97459 1.24711 -0.48299 -0.5040
H -2.44169 -0.94490 2.80618 0.2496
H -1.20220 -2.07889 2.08414 0.3346
H -2.69109 -1.89029 1.35612 0.3207
H -1.54162 0.85711 1.40532 0.3229
H -1.55700 -0.36991 0.00688 0.1748
H 0.49729 -1.15973 1.68355 0.2218
H 1.50072 1.54862 1.20498 0.2976
H 1.89484 -0.54510 -0.86883 0.3262
H 3.04982 -0.47460 0.49070 0.2084
H 3.11323 1.24559 -1.43394 0.2875
O -1.40445 1.23042 -4.75702 -0.6361
H -0.64089 1.63553 -4.32805 0.3178
H -1.75798 0.67716 -4.04703 0.3186
```

Computed properties:
* energy: -348.044022 Ha
* HOMO: -7.961 eV
* structure (SMILES): CC/C=C/CO.O
* LUMO energy: 0.22 eV
* HOMO-LUMO gap: 8.18 eV


3.
ORCA calculation (ωB97M-V/def2-TZVPD) on C5H12O2 in the gas phase.

Geometry as XYZ:
```
19
Properties=species:S:1:pos:R:3:mulliken_charge:R:1
C -1.70498 -0.35276 1.47445 -0.8383
O -0.42209 -0.43765 0.89407 -0.4275
C -0.20710 0.40278 -0.23937 0.5843
C -0.40549 1.87824 0.08792 -1.4062
C 1.20607 0.11355 -0.73642 -0.8016
C 1.42823 -1.33641 -1.16447 -0.4743
O 1.43574 -2.23967 -0.08465 -0.5624
H -2.47717 -0.14447 0.72029 0.3687
H -1.74548 0.42770 2.24596 0.2561
H -1.92045 -1.31851 1.93955 0.2657
H -0.93065 0.10906 -1.02197 0.2529
H 0.27233 2.18501 0.89193 0.3447
H -1.43360 2.09299 0.39759 0.3753
H -0.19302 2.48735 -0.79732 0.4014
H 1.91829 0.36442 0.06030 0.3139
H 1.41224 0.77774 -1.58574 0.3519
H 0.66370 -1.60977 -1.91453 0.2547
H 2.40365 -1.42621 -1.65578 0.3329
H 0.69979 -1.97336 0.48820 0.4078
```

Computed properties:
* energy: -348.165707 Ha
* HOMO: -9.858 eV
* structure (SMILES): CO[C@@H](C)CCO
* LUMO energy: 0.97 eV
* HOMO-LUMO gap: 10.83 eV


4.
ORCA calculation (ωB97M-V/def2-TZVPD) on C5H12O2 in the gas phase.

Geometry as XYZ:
```
19
Properties=species:S:1:pos:R:3:mulliken_charge:R:1
C -0.64185 -0.85009 2.45241 -1.1989
C -0.30616 -1.09003 0.98483 -0.4608
C -0.31866 0.20091 0.16377 -0.1226
O 0.44294 1.22406 0.78098 -0.5980
C 0.23141 -0.03554 -1.25092 0.3067
C -0.00940 1.14870 -2.17233 -1.5326
O 1.63144 -0.29928 -1.10322 -0.5725
H 0.09473 -0.18193 2.90793 0.2829
H -1.62567 -0.37787 2.55774 0.3166
H -0.65641 -1.78817 3.01634 0.3755
H 0.68789 -1.54846 0.89191 0.2828
H -1.02101 -1.79543 0.53796 0.3000
H -1.34505 0.58788 0.10288 0.4281
H 1.35955 0.91537 0.70521 0.4200
H -0.23023 -0.93925 -1.67353 0.2709
H 0.38724 2.06198 -1.71418 0.3662
H 0.47023 0.99011 -3.14510 0.4141
H -1.07993 1.29688 -2.34667 0.3865
H 2.11618 0.39062 -1.56979 0.3351
```

Computed properties:
* energy: -348.184169 Ha
* HOMO: -10.024 eV
* structure (SMILES): CC[C@@H](O)[C@@H](C)O
* LUMO energy: 0.88 eV
* HOMO-LUMO gap: 10.90 eV